1.
The following is a quantum chemistry calculation of a structure of composition C6H8LiO6Pm in a non-equilibrium geometry, from the Open Molecules 2025 dataset.

```
! wB97M-V def2-TZVPD RIJCOSX def2/J DEFGRID3
* xyz 1 6
Pm -0.043 1.588 0.093
O -0.082 -0.721 0.523
O 2.581 -1.573 0.344
C 3.394 -0.512 0.875
C 3.061 0.653 -0.035
O 1.786 0.264 -0.597
C 1.518 -1.096 -0.327
H 3.091 -0.322 1.913
H 4.441 -0.823 0.821
H 3.717 0.813 -0.897
H 3.038 1.609 0.500
Li 0.136 -2.305 -1.356
O -1.554 -2.054 -0.554
O -2.222 -0.700 1.141
C -3.450 -0.234 0.592
C -3.065 0.843 -0.438
O -1.742 0.555 -0.814
C -1.344 -1.018 0.125
H -3.945 -1.075 0.085
H -4.081 0.139 1.406
H -3.154 1.848 0.008
H -3.742 0.789 -1.306
*
```

Electronic energy = -1300.49395 a.u.
Gap between HOMO and LUMO (alpha / beta) = 6.23 / 8.16 eV
Lowest unoccupied orbital energy (alpha / beta) = -0.1433 / -0.1462 Eh
<S²> = 8.756
Energy above the lowest of the compared OMol25 structures with the same formula, charge and spin = 114.80 kJ/mol

---

2.
The following is a quantum chemistry calculation of a structure of composition C6H8MnO6 in a non-equilibrium geometry, from the Open Molecules 2025 dataset.

```
! wB97M-V def2-TZVPD RIJCOSX def2/J DEFGRID3
* xyz 2 6
O 3.752 0.993 -0.854
C 2.743 0.443 -0.388
O 1.726 1.274 -0.205
O 2.770 -0.767 0.029
C 1.608 -1.425 0.620
C 0.410 -1.378 -0.272
C -0.829 -1.280 0.224
C -2.019 -0.935 -0.615
Mn 3.151 2.802 -0.328
H 1.422 -0.974 1.603
H 1.961 -2.452 0.756
H 0.562 -1.583 -1.336
H -0.999 -1.330 1.304
H -2.717 -1.782 -0.588
H -1.753 -0.737 -1.660
O -2.830 0.160 -0.173
C -2.452 1.389 0.087
O -1.511 1.895 -0.501
H -2.707 2.807 1.319
O -2.925 1.867 1.223
H 0.638 1.012 -0.244
*
```

Electronic energy = -1835.14355 a.u.
Gap between HOMO and LUMO (alpha / beta) = 5.89 / 5.71 eV
Lowest unoccupied orbital energy (alpha / beta) = -0.4018 / -0.4083 Eh
<S²> = 8.753
Energy above the lowest of the compared OMol25 structures with the same formula, charge and spin = 0.00 kJ/mol

---

3.
The following is a quantum chemistry calculation of the ion C6H8N with charge +1 in a non-equilibrium geometry, from the Open Molecules 2025 dataset.

```
! wB97M-V def2-TZVPD RIJCOSX def2/J DEFGRID3
* xyz 1 1
C 2.301 0.999 0.314
C 2.768 -0.187 0.227
C 0.914 0.912 0.221
C 1.758 -1.224 -0.091
C -0.062 2.002 0.090
C -0.694 -0.955 -0.449
N 0.579 -0.333 -0.115
H 1.978 -1.786 -1.089
H 1.800 -2.015 0.796
H -1.021 1.643 0.685
H -0.446 1.893 -0.977
H 0.244 3.036 0.364
H -0.972 -0.774 -1.444
H -1.439 -0.563 0.144
H -0.604 -2.001 -0.325
*
```

Electronic energy = -287.71779 a.u.
SMILES string = CC1=[N+](C)CC#C1
Gap between HOMO and LUMO (alpha / beta) = 9.30 / 9.42 eV
Lowest unoccupied orbital energy (alpha / beta) = -0.2236 / -0.2178 Eh
Energy above the lowest of the compared OMol25 structures with the same formula, charge and spin = 626.03 kJ/mol

---

4.
The following is a quantum chemistry calculation of the ion C6H8N with charge +1 in a non-equilibrium geometry, from the Open Molecules 2025 dataset.

```
! wB97M-V def2-TZVPD RIJCOSX def2/J DEFGRID3
* xyz 1 1
C 3.612 0.028 0.486
C -0.991 -1.003 0.248
C 2.428 0.151 -0.033
C 0.189 -0.641 -0.068
C -1.911 0.264 0.506
C 1.204 0.141 -0.593
N -3.002 0.416 -0.431
H 4.098 0.775 1.079
H -1.368 -2.072 0.211
H 4.308 -0.684 0.113
H -1.130 1.150 0.514
H -2.253 0.222 1.620
H 1.080 0.658 -1.562
H -3.256 -0.439 -0.793
H -3.009 1.035 -1.297
*
```

Electronic energy = -287.74069 a.u.
Gap between HOMO and LUMO (alpha / beta) = 7.41 / 7.40 eV
Lowest unoccupied orbital energy (alpha / beta) = -0.2279 / -0.2279 Eh
Energy above the lowest of the compared OMol25 structures with the same formula, charge and spin = 565.93 kJ/mol

---

5.
The following is a quantum chemistry calculation of a structure of composition C6H8N in a non-equilibrium geometry, from the Open Molecules 2025 dataset.

```
! wB97M-V def2-TZVPD RIJCOSX def2/J DEFGRID3
* xyz 1 1
C 0.837 0.564 -0.270
C -0.284 0.051 -0.678
C 1.766 1.233 0.294
C -1.607 -0.533 -0.668
C 1.873 1.419 1.777
C -1.831 -1.801 -1.445
N -0.581 -0.629 0.397
H 2.458 1.774 -0.298
H -2.372 0.086 -0.442
H 0.870 1.166 2.169
H 2.135 2.396 2.141
H 2.666 0.726 2.158
H -1.503 -2.839 -0.999
H -1.476 -1.641 -2.449
H -2.950 -1.973 -1.687
*
```

Electronic energy = -287.68247 a.u.
Gap between HOMO and LUMO = 9.17 eV
Lowest unoccupied orbital energy = -0.2227 Eh
Energy above the lowest of the compared OMol25 structures with the same formula, charge and spin = 718.79 kJ/mol

---

6.
The following is a quantum chemistry calculation of the ion C6H8N with charge +1 in a non-equilibrium geometry, from the Open Molecules 2025 dataset.

```
! wB97M-V def2-TZVPD RIJCOSX def2/J DEFGRID3
* xyz 1 1
C 1.429 -1.127 0.046
C -1.452 0.801 0.013
C -1.501 -0.802 0.191
C 1.401 1.108 0.047
C 0.025 -0.785 -0.342
C 0.024 0.715 -0.253
N 2.193 -0.089 0.135
H 1.841 -2.130 0.083
H -1.795 1.283 -0.856
H -1.726 1.438 0.953
H -1.437 -1.065 1.255
H -2.034 -1.710 -0.234
H 1.782 1.877 -0.718
H 1.340 1.612 1.083
H -0.090 -1.127 -1.403
*
```

Electronic energy = -287.76077 a.u.
Gap between HOMO and LUMO = 8.57 eV
Lowest unoccupied orbital energy = -0.2413 Eh
Energy above the lowest of the compared OMol25 structures with the same formula, charge and spin = 513.19 kJ/mol

---

7.
The following is a quantum chemistry calculation of the ion C6H8N with charge +1 in a non-equilibrium geometry, from the Open Molecules 2025 dataset.

```
! wB97M-V def2-TZVPD RIJCOSX def2/J DEFGRID3
* xyz 1 1
C 2.016 0.637 -0.460
C 3.173 0.158 -0.465
C 2.751 -0.913 0.234
C -0.114 1.455 0.483
C -0.570 0.643 -0.640
C -1.401 -0.547 -0.603
N 0.821 0.560 -0.067
H 2.649 -1.910 -0.218
H 2.976 -1.002 1.226
H 0.140 2.548 0.311
H -0.255 1.235 1.602
H -0.613 1.054 -1.650
H -0.873 -1.256 -1.203
H -2.382 -0.488 -1.235
H -1.713 -1.067 0.278
*
```

Electronic energy = -287.65182 a.u.
Gap between HOMO and LUMO = 9.08 eV
Lowest unoccupied orbital energy = -0.2098 Eh
Energy above the lowest of the compared OMol25 structures with the same formula, charge and spin = 799.26 kJ/mol

---

8.
The following is a quantum chemistry calculation of the ion C6H8N with charge +1 in a non-equilibrium geometry, from the Open Molecules 2025 dataset.

```
! wB97M-V def2-TZVPD RIJCOSX def2/J DEFGRID3
* xyz 1 1
C -1.578 -0.991 -0.117
C -2.274 0.053 -0.122
C -0.187 -0.906 -0.028
C -1.376 1.122 -0.111
C 0.743 -2.178 0.127
C 1.078 1.391 -0.055
N -0.038 0.459 0.052
H -1.504 1.828 -1.078
H -1.530 1.648 0.780
H 0.562 -2.835 -0.803
H 0.196 -2.640 0.988
H 1.694 -2.045 0.413
H 1.121 1.887 -0.942
H 2.151 1.057 0.210
H 0.942 2.148 0.686
*
```

Electronic energy = -287.69039 a.u.
SMILES string = CC1=[N+](C)CC#C1
Gap between HOMO and LUMO (alpha / beta) = 9.46 / 9.05 eV
Lowest unoccupied orbital energy (alpha / beta) = -0.2164 / -0.2282 Eh
Energy above the lowest of the compared OMol25 structures with the same formula, charge and spin = 697.97 kJ/mol

---

9.
The following is a quantum chemistry calculation of the ion C6H8N with charge +1 in a non-equilibrium geometry, from the Open Molecules 2025 dataset.

```
! wB97M-V def2-TZVPD RIJCOSX def2/J DEFGRID3
* xyz 1 1
C 1.362 -2.484 -0.744
C -0.351 -0.521 -0.640
C 0.695 0.707 0.828
C -0.547 0.718 0.115
C 0.920 -1.276 -0.343
C -1.491 1.771 -0.100
N 1.443 -0.369 0.646
H 2.162 -3.012 -0.302
H 0.702 -3.034 -1.520
H -1.106 -0.849 -1.372
H 1.181 1.383 1.448
H -1.517 2.519 0.609
H -2.587 1.520 -0.250
H -1.112 2.439 -0.935
H 2.415 -0.325 1.043
*
```

Electronic energy = -287.85929 a.u.
SMILES string = C=C1C=C(C)C=[NH+]1
Gap between HOMO and LUMO = 8.21 eV
Lowest unoccupied orbital energy = -0.2203 Eh
Energy above the lowest of the compared OMol25 structures with the same formula, charge and spin = 254.53 kJ/mol

---

10.
The following is a quantum chemistry calculation of the ion C6H8N with charge +1 in a non-equilibrium geometry, from the Open Molecules 2025 dataset.

```
! wB97M-V def2-TZVPD RIJCOSX def2/J DEFGRID3
* xyz 1 1
C -1.957 -1.446 -0.540
C -2.715 -0.436 -0.784
C -0.653 -1.115 -0.138
C -1.945 0.795 -0.607
C 0.523 -1.918 0.346
C 0.493 1.061 0.099
N -0.608 0.208 -0.218
H -1.967 1.406 -1.576
H -2.260 1.502 0.123
H 1.479 -1.551 -0.164
H 0.264 -2.920 0.218
H 0.564 -1.802 1.461
H 1.390 0.510 -0.270
H 0.648 1.482 1.134
H 0.127 1.950 -0.443
*
```

Electronic energy = -287.72062 a.u.
SMILES string = CC1=[N+](C)CC#C1
Gap between HOMO and LUMO (alpha / beta) = 9.33 / 9.04 eV
Lowest unoccupied orbital energy (alpha / beta) = -0.2165 / -0.2257 Eh
Energy above the lowest of the compared OMol25 structures with the same formula, charge and spin = 618.60 kJ/mol

---

11.
The following is a quantum chemistry calculation of the ion C6H8N with charge +1 in a non-equilibrium geometry, from the Open Molecules 2025 dataset.

```
! wB97M-V def2-TZVPD RIJCOSX def2/J DEFGRID3
* xyz 1 1
C 1.427 -0.130 1.341
C -1.360 1.513 -0.033
C -0.197 1.805 -0.622
C 0.284 -0.274 0.687
C 0.817 -1.477 1.514
C -0.548 -0.469 -1.473
N -0.478 0.430 -0.339
H 2.302 0.378 1.502
H -2.083 1.751 0.588
H 0.334 2.558 -1.189
H 1.041 -2.370 0.888
H 0.275 -1.635 2.415
H -1.312 -1.244 -1.324
H -0.934 0.089 -2.277
H 0.431 -0.926 -1.678
*
```

Electronic energy = -287.66174 a.u.
SMILES string = C[N+]1(C2=CC2)C=C1
Gap between HOMO and LUMO = 9.58 eV
Lowest unoccupied orbital energy = -0.1639 Eh
Energy above the lowest of the compared OMol25 structures with the same formula, charge and spin = 773.21 kJ/mol

---

12.
The following is a quantum chemistry calculation of the molecule C6H8N2, from the Open Molecules 2025 dataset.

```
! wB97M-V def2-TZVPD RIJCOSX def2/J DEFGRID3
* xyz 0 1
C 2.242 -1.012 0.032
C -2.148 -0.630 0.051
C 1.388 0.922 0.013
C 0.269 0.079 -0.036
C -1.121 0.472 0.183
C 0.888 -1.133 -0.341
N 1.993 1.978 -0.089
N -1.370 1.699 0.448
H 1.466 2.753 -0.498
H -2.370 1.853 0.573
H 2.481 -0.788 1.063
H 3.039 -1.496 -0.525
H 0.456 -1.945 -0.919
H -2.060 -1.125 -0.920
H -1.992 -1.393 0.818
H -3.160 -0.236 0.148
*
```

Electronic energy = -342.81376 a.u.
SMILES string = [H]/N=C(\C)C(=C=N)C=C
Gap between HOMO and LUMO = 8.87 eV
Lowest unoccupied orbital energy = 0.0216 Eh
Energy above the lowest of the compared OMol25 structures with the same formula, charge and spin = 315.52 kJ/mol

---

Among the records above, which one has the lowest energy above the lowest of the compared OMol25 structures with the same formula, charge and spin? C6H8MnO6

---

Which value of electronic energy does entry 9 give? -287.85929 a.u.

---

Which value of electronic energy does entry 1 give? -1300.49395 a.u.